Record 1
CH2Br2 | the ωB97M-V functional and the def2-TZVPD basis

```
5
Properties=species:S:1:pos:R:3:forces:R:3:nbo_charge:R:1
C 1.016 -0.471 0.388 -1.836 -3.076 -1.000 -0.393
Br -0.716 -0.166 -0.400 1.297 -0.648 0.530 0.052
Br -3.108 1.760 -1.361 -0.022 0.071 0.018 -0.031
H 1.361 -1.509 0.656 -0.769 1.406 -0.483 0.205
H 1.447 0.385 0.717 1.330 2.248 0.936 0.167
```
Forces are in eV/Å.

For the HOMO energy (spin up / spin down), the calculation gives -10.80 / -8.87 eV. The energy above the lowest of the compared OMol25 structures with the same formula, charge and spin is 3.115 eV. The LUMO energy (spin up / spin down) is -0.45 / -3.50 eV. The HOMO-LUMO gap (spin up / spin down) comes out at 10.3 / 5.4 eV.

=====

Record 2
C8H16BaO5P | the ωB97M-V functional and the def2-TZVPD basis

```
31
Properties=species:S:1:pos:R:3:forces:R:3:mulliken_charge:R:1
O -3.372 -1.011 2.791 5.817 1.369 -0.424 -0.379
C -2.195 -0.620 2.667 -4.469 -1.594 0.192 0.280
O -1.042 -1.434 3.002 -0.349 3.021 -0.334 -0.249
C 0.111 -0.610 3.292 0.449 -2.263 0.892 -0.026
C 1.402 -0.929 2.289 -0.379 0.139 -0.659 -1.382
C 1.007 -0.394 0.801 -0.244 0.479 -0.494 0.582
C 1.590 1.087 0.292 -0.809 0.861 -2.072 -0.260
O 0.782 1.319 -0.906 1.580 -0.432 3.807 -0.533
P 1.028 -0.209 -1.796 1.715 -1.673 -5.336 -0.324
C -0.744 -0.810 -1.770 -3.528 0.194 -2.396 -0.480
C -1.798 0.044 -2.831 2.883 2.611 -0.017 0.053
C -1.388 1.648 -3.136 -1.280 -4.261 -2.347 -0.611
O -1.243 0.433 -4.185 -3.036 -0.153 3.649 -0.401
O 1.237 -1.224 -0.349 0.078 1.912 4.656 -0.462
H -2.013 0.435 2.224 0.339 -1.471 0.694 0.174
H 0.483 -0.925 4.348 -0.833 0.873 -1.387 0.298
H -0.177 0.531 3.300 -2.374 -4.795 0.845 0.014
H 2.392 -0.425 2.685 -1.416 -1.455 -0.479 0.278
H 1.574 -2.058 2.290 -0.324 1.589 0.066 0.397
H -0.122 -0.148 0.916 1.153 -0.371 -0.381 0.133
H 2.734 1.162 0.106 -1.552 -0.603 0.140 0.385
H 1.418 2.008 0.997 0.202 -0.695 -4.033 0.055
H 1.053 0.406 -3.125 -0.888 0.215 0.946 0.227
H 1.397 -1.429 -2.501 0.021 0.320 0.431 0.069
H 2.437 0.198 -1.798 -0.153 -0.371 0.741 0.158
H -1.285 -0.863 -0.762 0.658 0.171 -1.274 0.043
H -0.782 -1.864 -2.251 0.353 1.607 1.151 0.314
H -2.977 -0.207 -2.739 2.926 0.749 -0.503 0.322
H -0.342 1.957 -3.430 -1.339 0.472 1.972 0.313
H -2.357 2.239 -3.266 1.835 -0.445 -0.290 0.311
Ba 1.191 1.693 2.845 2.967 4.001 2.244 1.701
```
Forces are in eV/Å.

For the HOMO energy, the calculation gives -10.47 eV. The LUMO energy is -5.70 eV. The HOMO-LUMO gap comes out at 4.8 eV. Its net charge is +1.

=====

Record 3
C26H37FN2O13 | the ωB97M-V functional and the def2-TZVPD basis

```
79
Properties=species:S:1:pos:R:3:forces:R:3:mulliken_charge:R:1
O -4.476 2.921 -4.333 1.347 -0.340 0.925 -0.713
C -3.592 2.088 -4.633 -1.649 -0.016 -0.905 0.313
O -3.545 1.403 -5.658 1.010 -0.484 0.298 -0.682
C -2.354 1.917 -3.665 -2.367 0.860 -1.359 -0.123
N -1.866 0.884 -2.996 0.645 -0.089 0.011 0.424
C -0.709 1.274 -2.313 -0.610 0.985 -0.584 -0.773
C -0.581 2.584 -2.599 2.073 2.101 -0.047 0.111
C 0.444 3.609 -2.140 -0.684 -0.344 0.522 -0.938
C -0.150 4.341 -0.896 -0.098 -0.178 -0.624 0.306
F -0.991 3.473 -0.187 0.392 0.189 0.045 -0.310
N -1.602 3.002 -3.460 1.099 -3.043 1.381 0.658
O -1.786 4.243 -3.937 -0.153 0.765 0.152 -0.405
H -2.263 -0.055 -2.972 -0.164 0.156 -0.057 0.148
H -0.048 0.698 -1.680 -0.568 -0.287 -0.179 0.766
H 1.407 3.131 -1.922 -0.344 0.041 0.092 0.340
H 0.604 4.355 -2.932 0.004 -0.240 0.211 0.355
H -0.800 5.147 -1.268 0.275 -0.055 0.310 0.378
H 0.625 4.685 -0.204 -0.381 0.033 -0.460 -0.100
H -1.471 4.298 -4.853 -0.051 -0.455 0.053 0.375
O 2.354 3.138 0.913 -0.234 0.167 -0.181 -0.482
C 2.318 4.008 1.734 0.390 -0.243 -0.021 0.502
O 1.670 5.187 1.543 0.216 -0.174 0.216 -0.464
C 1.906 6.059 2.662 -0.033 0.247 0.229 -0.501
C 2.290 5.140 3.809 0.097 -0.059 0.221 -0.529
C 2.999 4.002 3.085 -0.421 0.281 0.325 -0.434
H 2.707 6.753 2.399 0.002 -0.043 -0.032 0.262
H 1.003 6.628 2.875 -0.045 -0.048 -0.229 0.351
H 2.900 5.630 4.566 -0.010 0.056 -0.066 0.330
H 1.390 4.760 4.296 0.008 0.040 -0.019 0.290
H 4.062 4.206 2.946 0.006 -0.120 -0.048 0.281
H 2.857 3.048 3.587 0.208 -0.108 -0.198 0.284
O -3.412 -0.227 -0.109 0.244 -0.103 -0.001 -0.615
C -4.339 0.439 -0.473 -0.006 -0.198 0.514 0.520
O -4.193 1.480 -1.311 0.456 -0.499 0.205 -0.164
C -5.434 2.134 -1.489 -0.989 0.837 -0.439 -0.407
C -6.501 1.119 -1.135 -0.109 -0.246 0.214 -0.637
C -5.797 0.298 -0.058 -0.162 0.031 -0.567 -0.471
H -5.462 3.010 -0.834 0.008 -0.037 0.022 0.259
H -5.505 2.453 -2.522 0.192 0.199 -0.080 0.309
H -7.441 1.570 -0.820 0.074 0.063 0.030 0.355
H -6.709 0.481 -1.996 0.023 0.058 -0.012 0.301
H -5.926 0.722 0.940 0.072 -0.070 0.025 0.286
H -6.110 -0.743 -0.071 0.208 -0.041 0.253 0.280
O -2.977 -2.128 -2.411 -0.400 -0.112 -0.225 -0.630
C -2.817 -2.987 -1.586 0.453 0.551 0.151 0.183
O -3.784 -3.854 -1.205 -0.052 0.109 -0.197 -0.378
C -3.293 -4.674 -0.130 0.098 -0.224 0.170 -0.428
C -1.778 -4.622 -0.244 0.159 -0.052 0.117 -0.595
C -1.550 -3.227 -0.801 -0.634 -0.598 -0.361 0.208
H -3.653 -4.258 0.814 0.008 0.044 -0.035 0.264
H -3.683 -5.685 -0.240 -0.177 0.113 -0.124 0.339
H -1.268 -4.809 0.699 -0.056 0.049 0.011 0.304
H -1.433 -5.367 -0.965 -0.046 -0.011 0.028 0.249
H -1.481 -2.480 -0.015 -0.079 0.127 -0.132 0.100
H -0.682 -3.184 -1.446 -0.072 0.326 -0.032 0.330
O 0.650 -3.016 0.463 0.705 0.140 0.114 -0.572
C 1.469 -2.170 0.229 0.170 -0.337 0.424 0.423
O 1.556 -1.533 -0.965 -0.144 -0.066 0.090 -0.370
C 2.702 -0.660 -0.967 0.242 0.218 -0.032 -0.481
C 2.996 -0.386 0.497 0.084 0.109 0.255 -0.363
C 2.558 -1.686 1.159 -0.046 0.548 -0.202 0.157
H 3.526 -1.171 -1.469 -0.039 -0.039 0.009 0.319
H 2.466 0.249 -1.517 -0.149 -0.129 -0.098 0.275
H 4.036 -0.124 0.685 0.002 -0.051 -0.084 0.413
H 2.373 0.437 0.853 0.060 0.017 -0.075 0.131
H 3.362 -2.423 1.175 -0.028 0.010 0.071 -0.374
H 2.170 -1.520 2.161 -0.018 -0.305 0.021 0.416
O 5.581 -3.052 1.655 0.265 -0.104 -0.040 -0.578
C 5.404 -4.147 2.108 -0.312 0.207 -0.171 0.546
O 6.263 -5.176 1.923 -0.032 0.140 0.061 -0.365
C 5.717 -6.378 2.494 -0.026 -0.268 0.107 -0.406
C 4.710 -5.905 3.529 -0.207 -0.040 0.156 -0.597
C 4.205 -4.607 2.912 0.267 -0.342 0.356 -0.323
H 5.252 -6.961 1.696 0.001 0.045 -0.010 0.263
H 6.519 -6.965 2.937 0.127 0.116 -0.152 0.317
H 3.927 -6.634 3.731 0.045 -0.028 -0.065 0.338
H 5.220 -5.690 4.470 0.006 -0.030 -0.029 0.276
H 3.367 -4.776 2.233 -0.022 0.119 0.011 0.230
H 3.939 -3.874 3.669 -0.123 0.160 -0.234 0.341
```
Forces are in eV/Å.

For the HOMO energy, the calculation gives -7.96 eV. The LUMO energy is 0.36 eV. The HOMO-LUMO gap comes out at 8.3 eV.

=====

DFT total energy for the records above, in order: -141151.01670 -28755.12060 -59876.43656 eV